--- w ---
DFT (the ωB97M-V functional and the def2-TZVPD basis) results for a single C2H3F3N2O molecule.

Output
HOMO energy: -9.73 eV
SMILES: N/C(=N\F)C(O)(F)F
E_LUMO: 0.5 eV

```
11
C2H3F3N2O | the OMol25 dataset | the ωB97M-V functional and the def2-TZVPD basis
F 0.78 -1.98 -0.42
F 2.07 1.92 -0.59
F -0.73 -1.50 0.98
O -1.18 -0.94 -1.17
N 1.51 0.64 -0.77
N -0.10 1.13 0.99
C -0.22 -1.01 -0.17
C 0.46 0.36 0.06
H -1.01 1.05 1.35
H -1.75 -1.72 -1.39
H 0.19 2.05 1.12
```

--- x ---
DFT (the ωB97M-V functional and the def2-TZVPD basis) results for a molecular structure, C2H3F3N2O.

Output
HOMO energy: -9.28 eV
E_LUMO: 0.4 eV

```
11
C2H3F3N2O | the OMol25 dataset | the ωB97M-V functional and the def2-TZVPD basis
F -3.00 0.11 0.06
F 2.09 -0.13 -0.10
F 1.46 1.67 -0.87
O 1.50 1.57 1.33
N -0.26 -1.58 -0.43
N -1.35 0.38 0.33
C -0.47 -0.42 0.09
C 1.66 1.13 0.29
H 0.75 -1.68 -0.85
H -1.45 1.21 0.92
H -0.93 -2.26 -0.76
```

Short version: w is the most stable of them.

--- w ---
DFT (the ωB97M-V functional and the def2-TZVPD basis) results for 2 unconnected molecules or ions with the total composition C2H3O3S.

Output
HOMO energy: -4.80 eV
total charge: -1
E_LUMO: 3.5 eV

```
9
C2H3O3S | the OMol25 dataset | the ωB97M-V functional and the def2-TZVPD basis
S -2.01 0.54 -0.02
O -1.85 1.94 0.25
O -1.61 -0.11 -1.25
O -3.32 -0.08 0.31
C 3.04 -0.69 0.04
C 1.87 -0.45 -0.11
H 4.01 -1.05 0.07
H 0.95 -0.02 -0.15
H -1.08 -0.08 0.85
```

--- x ---
DFT (the ωB97M-V functional and the def2-TZVPD basis) results for a gas-phase ion, C2H3O3S (charge -1).

Output
HOMO energy: -3.10 eV
total charge: -1
E_LUMO: 4.1 eV

```
9
C2H3O3S | the OMol25 dataset | the ωB97M-V functional and the def2-TZVPD basis
S 1.53 -1.27 0.52
O 0.03 0.30 -0.72
O 1.58 -1.97 1.84
O 1.55 -2.24 -0.58
C -0.37 -0.50 0.37
C 1.05 1.05 -0.41
H 1.19 1.58 -1.49
H -1.22 -1.21 0.05
H -0.44 -0.09 1.28
```

Short version: w is the most stable of them.

--- w ---
DFT (the ωB97M-V functional and the def2-TZVPD basis) results for a single C2H2O2S molecule.

Output
HOMO energy: -10.13 eV
SMILES: O=CC(=O)S
E_LUMO: -0.9 eV

```
7
C2H2O2S | the OMol25 dataset | the ωB97M-V functional and the def2-TZVPD basis
S 1.68 -0.38 -0.13
O -0.04 1.66 -0.08
O -2.24 -0.23 -0.16
C 0.08 0.48 -0.06
C -1.09 -0.59 0.00
H 2.35 0.74 0.24
H -0.74 -1.68 0.19
```

--- x ---
DFT (the ωB97M-V functional and the def2-TZVPD basis) results for a single C2H2O2S molecule.

Output
HOMO energy (alpha / beta): -8.63 / -8.61 eV
E_LUMO (alpha / beta): -3.5 / -3.5 eV

```
7
C2H2O2S | the OMol25 dataset | the ωB97M-V functional and the def2-TZVPD basis
S 2.62 0.56 0.02
O 0.61 -1.51 0.00
O 1.04 0.73 -0.03
C 0.17 -0.39 -0.01
C -1.14 0.09 0.00
H -1.34 1.14 -0.02
H -1.96 -0.61 0.04
```

Short version: w is the most stable of them.

--- w ---
DFT (the ωB97M-V functional and the def2-TZVPD basis) results for a single C2H2O2S molecule.

Output
HOMO energy: -9.40 eV
E_LUMO: -0.8 eV

```
7
C2H2O2S | the OMol25 dataset | the ωB97M-V functional and the def2-TZVPD basis
S 1.33 -1.10 0.06
O -0.73 1.97 1.07
O 0.80 -1.21 -1.50
C -0.83 0.77 0.88
C 0.26 -0.12 0.82
H 0.88 -0.55 -2.13
H -1.71 0.23 0.80
```

--- x ---
DFT (the ωB97M-V functional and the def2-TZVPD basis) results for 2 unconnected molecules or ions with the total composition C2H2O2S.

Output
HOMO energy: -10.21 eV
SMILES: O=C=S.C=O
E_LUMO: 0.5 eV

```
7
C2H2O2S | the OMol25 dataset | the ωB97M-V functional and the def2-TZVPD basis
S -2.09 0.77 0.83
O -2.00 -0.99 -1.17
O 2.15 -0.85 -0.05
C -2.06 -0.26 -0.31
C 1.57 0.17 0.20
H 0.81 0.14 0.93
H 1.62 1.01 -0.43
```

Short version: x is the most stable of them.

--- w ---
DFT (the ωB97M-V functional and the def2-TZVPD basis) results for a single C19H21N3O4S molecule.

Output
HOMO energy: -8.73 eV
SMILES: COc1ccc(Cc2nc3ccc(S(=O)(=O)N4CCOCC4)cc3[nH]2)cc1
E_LUMO: 0.5 eV

```
48
C19H21N3O4S | the OMol25 dataset | the ωB97M-V functional and the def2-TZVPD basis
S -3.10 2.80 0.05
O 3.22 -3.83 4.67
O -4.53 2.68 0.01
O -1.32 4.05 -3.70
O -2.47 3.26 1.25
N 0.66 -0.85 -0.07
N -0.39 -2.18 -1.52
N -2.67 3.88 -1.15
C 0.68 -2.01 -0.80
C 3.48 -2.76 1.16
C -0.96 4.83 -2.58
C -0.53 -0.23 -0.34
C 4.47 -3.44 5.20
C -2.46 3.23 -3.50
C -3.38 3.78 -2.41
C -1.19 -1.09 -1.26
C 1.38 -3.80 1.57
C 2.25 -3.18 0.68
C -3.02 0.41 -1.31
C 1.73 -4.00 2.88
C -1.25 4.12 -1.26
C 1.83 -2.95 -0.75
C -2.45 -0.76 -1.75
C 3.85 -2.96 2.48
C -2.35 1.24 -0.41
C 2.97 -3.58 3.36
C -1.10 0.95 0.09
H -2.98 3.18 -4.46
H -3.73 4.78 -2.70
H -2.96 -1.42 -2.44
H 1.53 -3.88 -1.22
H -0.64 1.61 0.81
H 4.82 -2.62 2.81
H -1.51 5.79 -2.60
H -2.14 2.21 -3.22
H 1.06 -4.49 3.57
H -4.25 3.15 -2.25
H 4.44 -3.75 6.25
H -0.94 4.72 -0.41
H 1.37 -0.55 0.57
H -0.69 3.17 -1.24
H 5.30 -3.95 4.70
H 0.41 -4.14 1.21
H 2.67 -2.53 -1.32
H 0.11 5.03 -2.68
H 4.18 -2.27 0.49
H 4.61 -2.36 5.15
H -4.01 0.71 -1.63
```

--- x ---
DFT (the ωB97M-V functional and the def2-TZVPD basis) results for a single C19H21N3O4S molecule.

Output
HOMO energy: -8.52 eV
SMILES: COCCNS(=O)(=O)c1cc(-c2nn(C)c(=O)c3ccccc23)ccc1C
E_LUMO: 0.1 eV

```
48
C19H21N3O4S | the OMol25 dataset | the ωB97M-V functional and the def2-TZVPD basis
S 1.52 -1.63 0.76
O 2.43 -0.54 0.58
O -2.53 6.26 -0.04
O 3.58 -5.72 0.22
O 1.66 -2.42 1.95
N -2.96 4.16 0.67
N 1.62 -2.67 -0.58
N -2.72 2.86 0.73
C -0.99 3.09 -0.91
C -0.50 5.30 -1.81
C 2.52 -4.79 0.25
C -2.68 0.03 0.32
C -0.06 2.55 -1.80
C -1.22 4.48 -0.94
C -0.16 -1.02 0.58
C -4.03 4.64 1.52
C -1.78 2.32 0.02
C -1.05 -3.35 0.88
C 0.65 3.37 -2.65
C 0.44 4.75 -2.65
C 2.81 -3.51 -0.55
C -2.26 5.08 -0.09
C 4.67 -5.39 1.04
C -1.24 -1.89 0.67
C -0.31 0.33 0.38
C -2.51 -1.33 0.54
C -1.58 0.88 0.23
H -3.38 -1.97 0.61
H 0.09 1.48 -1.83
H 0.58 0.95 0.37
H -3.66 5.45 2.14
H -0.59 -3.80 0.00
H 1.37 2.94 -3.33
H -4.85 5.03 0.90
H -0.70 6.36 -1.79
H 1.67 -5.30 -0.20
H 3.09 -3.79 -1.57
H -3.67 0.45 0.23
H 4.34 -5.14 2.06
H -0.36 -3.51 1.71
H 2.27 -4.51 1.28
H 3.65 -2.96 -0.09
H -4.37 3.81 2.13
H 1.01 5.38 -3.31
H -1.99 -3.84 1.09
H 1.62 -2.08 -1.40
H 5.31 -6.27 1.06
H 5.24 -4.54 0.64
```

Short version: w is the most stable of them.

--- w ---
DFT (the ωB97M-V functional and the def2-TZVPD basis) results for 2 unconnected molecules or ions with the total composition H6NO.

Output
HOMO energy: -17.34 eV
total charge: +1
E_LUMO: -4.2 eV

```
8
H6NO | the OMol25 dataset | the ωB97M-V functional and the def2-TZVPD basis
O 0.52 -1.18 0.75
N -0.39 0.94 -0.49
H -0.74 1.83 0.04
H 0.84 -1.59 1.62
H 0.51 0.98 -1.12
H 0.74 -1.76 -0.08
H -0.23 0.13 0.34
H -1.24 0.65 -1.05
```

--- x ---
DFT (the ωB97M-V functional and the def2-TZVPD basis) results for 2 unconnected molecules or ions with the total composition H6NO.

Output
HOMO energy: -17.26 eV
total charge: +1
E_LUMO: -4.2 eV

```
8
H6NO | the OMol25 dataset | the ωB97M-V functional and the def2-TZVPD basis
O 1.92 0.35 -1.75
N 0.00 0.00 0.00
H 2.35 1.10 -2.24
H -0.42 -0.76 -0.57
H 2.63 0.00 -1.17
H 0.24 -0.37 0.94
H -0.68 0.78 0.09
H 0.86 0.34 -0.47
```

Short version: x is the most stable of them.

--- w ---
DFT (the ωB97M-V functional and the def2-TZVPD basis) results for a single C8H12N2 molecule.

Output
HOMO energy: -8.77 eV
SMILES: N#C[C@@H]1CC2CCN1CC2
E_LUMO: 0.8 eV

```
22
C8H12N2 | the OMol25 dataset | the ωB97M-V functional and the def2-TZVPD basis
N 0.97 0.08 0.85
N -1.30 -0.60 3.49
C -1.38 0.59 0.16
C -0.34 0.63 1.34
C 0.45 0.87 -1.42
C 0.83 -1.35 0.42
C -0.89 0.01 2.58
C -0.19 -1.42 -0.76
C 1.47 0.89 -0.26
C -0.72 0.02 -1.09
H 1.73 -1.75 0.04
H -1.69 1.63 0.01
H 0.48 -2.01 1.22
H 0.33 -1.88 -1.64
H -2.20 -0.07 0.39
H 0.11 1.88 -1.64
H 2.38 0.45 -0.66
H 1.69 1.94 0.06
H 0.95 0.50 -2.35
H -1.01 -2.10 -0.45
H -1.38 -0.01 -1.93
H -0.28 1.68 1.63
```

--- x ---
DFT (the ωB97M-V functional and the def2-TZVPD basis) results for a single C8H12N2 molecule.

Output
HOMO energy: -8.90 eV
SMILES: [H]/N=C(\C)[C@@H]1C[C@]1(C=C)N=C
E_LUMO: 1.0 eV

```
22
C8H12N2 | the OMol25 dataset | the ωB97M-V functional and the def2-TZVPD basis
N -0.36 -1.10 -0.21
N 2.17 1.42 -1.40
C -2.23 0.61 -0.22
C -0.96 -1.72 -1.07
C -0.81 0.23 0.20
C 0.42 1.18 0.26
C -2.97 1.72 -0.08
C -0.19 0.67 1.56
C 2.25 -0.65 0.04
C 1.65 0.67 -0.55
H 2.01 -0.75 1.08
H -2.62 2.62 0.35
H 0.16 2.22 0.08
H 1.79 -1.47 -0.50
H -1.61 -1.53 -1.89
H -3.93 1.81 -0.57
H -2.66 -0.13 -0.89
H -0.81 1.48 2.06
H 3.34 -0.60 -0.18
H 3.02 1.06 -1.80
H -0.68 -2.73 -1.09
H 0.20 -0.01 2.31
```

Short version: w is the most stable of them.